# 1
The following is a quantum chemistry calculation of 5 unconnected molecules or ions with the total composition C18H38ClN6O2, from the Open Molecules 2025 dataset.

Each atom is followed by the atoms it is bonded to, with distances in Å.
Cartesian coordinates (Å):
1 C 0.71406 2.69585 -0.22202  C2 1.476, H8 1.090, H9 1.090, H10 1.090
2 C 0.77229 2.90166 -1.68221  C1 1.476, O3 1.246, N4 1.517
3 O -0.18821 2.61135 -2.42044  C2 1.246
4 N 2.05183 3.49545 -2.24138  C2 1.517, H5 1.010, H6 1.010, C7 1.532
5 H 2.40907 4.33111 -1.80075  N4 1.010
6 H 2.71571 2.76772 -2.01829  N4 1.010
7 C 1.90231 3.88038 -3.71701  N4 1.532, H11 1.090, H12 1.090, H13 1.090
8 H 0.92112 3.59310 0.36121  C1 1.090
9 H 1.37608 1.94372 0.20707  C1 1.090
10 H -0.32833 2.48270 0.01482  C1 1.090
11 H 1.22681 4.73291 -3.64624  C7 1.090
12 H 1.54989 3.03926 -4.31402  C7 1.090
13 H 2.82510 4.22878 -4.18087  C7 1.090
14 C 0.63793 3.24323 6.19664  C15 1.582, H21 1.090, H22 1.090, H23 1.090
15 C 1.38410 2.13065 5.35504  C14 1.582, O16 1.189, N17 1.548
16 O 2.52336 2.20015 5.02069  C15 1.189
17 N 0.50342 0.93993 4.90408  C15 1.548, H18 1.010, H19 1.010, C20 1.565
18 H -0.26252 0.95659 5.56223  N17 1.010
19 H 0.17153 0.97160 3.95069  N17 1.010
20 C 1.20943 -0.43042 5.17353  N17 1.565, H24 1.090, H25 1.090, H26 1.090
21 H 1.19307 4.16873 6.04373  C14 1.090
22 H 0.67229 3.01241 7.26136  C14 1.090
23 H -0.38269 3.43664 5.86646  C14 1.090
24 H 2.17714 -0.48898 4.67532  C20 1.090
25 H 0.51623 -1.15471 4.74576  C20 1.090
26 H 1.26556 -0.59948 6.24887  C20 1.090
27 C -3.49604 -0.27585 -5.80336  C28 1.505, H35 1.090, H36 1.090, H37 1.090
28 C -3.60410 0.95450 -4.94396  C27 1.505, N29 1.432, H38 1.090, H39 1.090
29 N -3.16482 0.81353 -3.58868  C28 1.432, C30 1.383, C33 1.419
30 C -1.97076 0.24753 -3.18019  N29 1.383, C31 1.399, H40 1.080
31 C -2.04186 0.11035 -1.78998  C30 1.399, N32 1.379, H41 1.080
32 N -3.31479 0.39236 -1.34005  C31 1.379, C33 1.378, C34 1.419
33 C -3.95943 0.95325 -2.42166  N29 1.419, N32 1.378, H42 1.080
34 C -3.80130 0.36165 -0.00765  N32 1.419, H43 1.090, H44 1.090, H45 1.090
35 H -3.99557 -1.12863 -5.34365  C27 1.090
36 H -2.43477 -0.47142 -5.95679  C27 1.090
37 H -4.03872 -0.03732 -6.71807  C27 1.090
38 H -4.67528 1.12047 -4.82940  C28 1.090
39 H -3.16222 1.83772 -5.40521  C28 1.090
40 H -1.13008 0.01028 -3.81531  C30 1.080
41 H -1.24872 -0.12857 -1.09698  C31 1.080
42 H -4.97269 1.31924 -2.34577  C33 1.080
43 H -4.87033 0.15877 -0.07171  C34 1.090
44 H -3.52765 1.31291 0.44878  C34 1.090
45 H -3.28222 -0.39961 0.57471  C34 1.090
46 C 2.12917 -1.15636 -0.96597  C47 1.582, H54 1.090, H55 1.090, H56 1.090
47 C 2.59163 -1.77181 0.41627  C46 1.582, N48 1.492, H57 1.090, H58 1.090
48 N 1.83030 -3.01786 0.72309  C47 1.492, C49 1.413, C52 1.390
49 C 0.43740 -3.24053 0.79907  N48 1.413, C50 1.366, H59 1.080
50 C 0.32765 -4.57970 1.04510  C49 1.366, N51 1.361, H60 1.080
51 N 1.57043 -5.12981 1.12149  C50 1.361, C52 1.320, C53 1.465
52 C 2.50239 -4.21977 0.90868  N48 1.390, N51 1.320, H61 1.080
53 C 1.80340 -6.54011 1.44276  N51 1.465, H62 1.090, H63 1.090, H64 1.090
54 H 1.04521 -1.07172 -0.88877  C46 1.090
55 H 2.35279 -1.72659 -1.86760  C46 1.090
56 H 2.45218 -0.15233 -1.24109  C46 1.090
57 H 2.44194 -1.14779 1.29735  C47 1.090
58 H 3.67347 -1.88718 0.34991  C47 1.090
59 H -0.25983 -2.41587 0.78465  C49 1.080
60 H -0.47143 -5.23522 1.35841  C50 1.080
61 H 3.56551 -4.39151 0.82700  C52 1.080
62 H 1.35028 -6.88738 2.37130  C53 1.090
63 H 2.87463 -6.74065 1.42449  C53 1.090
64 H 1.40716 -7.13759 0.62172  C53 1.090
65 Cl -0.48939 0.20857 1.76250  no bonds

Output
- HOMO: -16.1 eV
- Kohn-Sham gap: 8.369 eV
- Lowest unoccupied orbital energy: -7.77 eV
- Spin multiplicity: 1
- E_tot: -44815.3149 eV
- Net charge: +3

# 2
The following is a quantum chemistry calculation of a single C4H7N3O molecule, from the Open Molecules 2025 dataset.

Each atom is followed by the atoms it is bonded to, with distances in Å.
Cartesian coordinates (Å):
1 C -1.35604 1.07198 -0.08213  C3 1.378, C5 1.848, H14 1.086, H15 1.086
2 C 0.76010 -0.65754 0.30745  N4 1.375, C5 1.757, N6 1.268
3 C -0.53108 0.77772 -1.14609  C1 1.378, N7 1.196
4 N 1.74424 0.23070 0.67251  C2 1.375, H9 1.006, H10 1.011
5 C -0.86530 -0.39907 0.92236  C1 1.848, C2 1.757, O8 1.229, H13 1.106
6 N 1.01546 -1.70673 -0.35650  C2 1.268, H11 1.022
7 N -0.06849 0.57124 -2.22922  C3 1.196, H12 1.016
8 O -1.61297 -1.36420 0.78129  C5 1.229
9 H 1.52289 0.93339 1.35803  N4 1.006
10 H 2.69932 -0.08605 0.57193  N4 1.011
11 H 0.16547 -2.26108 -0.47895  N6 1.022
12 H 0.65572 -0.11304 -2.42613  N7 1.016
13 H -0.62864 0.03387 1.91230  C5 1.106
14 H -2.42444 0.99468 -0.26143  C1 1.086
15 H -1.07624 1.97413 0.45456  C1 1.086

Output
- HOMO: -8.3 eV
- Kohn-Sham gap: 8.079 eV
- Lowest unoccupied orbital energy: -0.26 eV
- Spin multiplicity: 1
- E_tot: -10775.5789 eV
- Energy above the lowest of the compared OMol25 structures with the same formula, charge and spin: 4.168 eV

# 3
The following is a quantum chemistry calculation of a single C7H12BNO3 molecule, from the Open Molecules 2025 dataset.

Each atom is followed by the atoms it is bonded to, with distances in Å.
Cartesian coordinates (Å):
1 B -0.88209 1.35840 -0.25486  C6 1.764, N9 1.518, O10 1.364, O11 1.520
2 C 1.53567 -0.93586 0.93436  C3 1.333, C4 1.495, H13 1.186
3 C 2.05975 -0.77623 -0.28049  C2 1.333, C5 1.479, H14 1.161
4 C 0.34211 -0.20227 1.45750  C2 1.495, C7 1.522, N9 1.257
5 C 1.49608 0.23072 -1.20520  C3 1.479, C6 1.448, H15 1.059, H16 1.106
6 C 0.04984 0.26121 -1.27364  B1 1.764, C5 1.448, O12 1.298
7 C 0.21599 -0.32128 2.96968  C4 1.522, H17 1.097, H18 1.069, H19 1.100
8 C -1.70948 -1.25848 -1.96328  O12 1.489, H20 0.985, H21 1.074, H22 1.105
9 N -0.60207 0.29774 0.79447  B1 1.518, C4 1.257
10 O -2.12958 1.35964 -0.80616  B1 1.364, H23 0.939
11 O -0.12643 2.58931 0.21856  B1 1.520, H24 1.014
12 O -0.27922 -0.88598 -1.78491  C6 1.298, C8 1.489
13 H 2.03952 -1.70635 1.68194  C2 1.186
14 H 2.97713 -1.41054 -0.60323  C3 1.161
15 H 1.89494 1.15472 -0.87550  C5 1.059
16 H 1.77029 0.07615 -2.26574  C5 1.106
17 H 0.74747 -1.22750 3.28714  C7 1.097
18 H -0.83974 -0.48684 3.00886  C7 1.069
19 H 0.48745 0.65757 3.39128  C7 1.100
20 H -2.22052 -0.62024 -1.41358  C8 0.985
21 H -1.66783 -2.26659 -1.59568  C8 1.074
22 H -1.83903 -1.07616 -3.04554  C8 1.105
23 H -2.78174 1.74077 -0.24802  O10 0.939
24 H -0.53850 3.44809 -0.12795  O11 1.014

Output
- HOMO: -7.9 eV
- Kohn-Sham gap: 8.370 eV
- Lowest unoccupied orbital energy: 0.51 eV
- Spin multiplicity: 1
- E_tot: -15761.1769 eV
- Energy above the lowest of the compared OMol25 structures with the same formula, charge and spin: 1.565 eV

# 4
The following is a quantum chemistry calculation of a single C3H5N3 molecule, from the Open Molecules 2025 dataset.

Each atom is followed by the atoms it is bonded to, with distances in Å.
Cartesian coordinates (Å):
1 C -0.94257 1.35541 0.34299  N2 1.441, H7 1.261, H8 1.294, H9 1.335
2 N -0.01795 0.31108 -0.01986  C1 1.441, C3 1.367, N6 1.337
3 C -0.05979 -1.03915 0.19186  N2 1.367, C4 1.398, H10 1.088
4 C 1.13839 -1.52105 -0.34346  C3 1.398, N5 1.383, H11 1.126
5 N 1.78545 -0.44065 -0.91539  C4 1.383, N6 1.309
6 N 1.09570 0.64653 -0.67979  N2 1.337, N5 1.309
7 H -0.72127 2.24980 -0.51864  C1 1.261
8 H -0.67285 1.63976 1.57575  C1 1.294
9 H -2.17734 0.87405 0.17946  C1 1.335
10 H -0.93770 -1.49775 0.64214  C3 1.088
11 H 1.50994 -2.57804 -0.45507  C4 1.126

Output
- HOMO: -9.8 eV
- Kohn-Sham gap: 10.461 eV
- Lowest unoccupied orbital energy: 0.70 eV
- Spin multiplicity: 1
- E_tot: -7659.4558 eV
- Energy above the lowest of the compared OMol25 structures with the same formula, charge and spin: 3.000 eV

# 5
The following is a quantum chemistry calculation of 2 unconnected molecules or ions with the total composition C4H8N2O2, from the Open Molecules 2025 dataset.

Each atom is followed by the atoms it is bonded to, with distances in Å.
Cartesian coordinates (Å):
1 C 0.72313 0.02103 0.49719  C2 1.453, N13 1.471, N14 1.523
2 C -0.64857 0.37838 0.17791  C1 1.453, C3 1.434, C4 1.470
3 C -1.03129 -0.65189 -0.74353  C2 1.434, H9 1.110, H10 1.302, O15 1.481
4 C -1.07331 1.78419 0.11987  C2 1.470, H12 1.227, O16 1.303
5 H 1.14179 1.91022 1.93156  no bonds
6 H 2.60638 0.35069 1.31040  N13 1.135
7 H 0.60064 -1.67488 -0.85935  N14 1.103
8 H 2.16714 -1.30472 -0.47847  N14 1.003
9 H -1.88252 -0.49804 -1.43915  C3 1.110
10 H -0.04105 -0.79507 -1.57611  C3 1.302
11 H -1.80175 -1.86181 0.66303  O15 1.061
12 H -0.38871 2.69039 0.58419  C4 1.227
13 N 1.77638 0.98158 0.86106  C1 1.471, H6 1.135
14 N 1.25655 -1.29347 -0.05824  C1 1.523, H7 1.103, H8 1.003
15 O -1.34608 -2.02279 -0.28131  C3 1.481, H11 1.061
16 O -2.05874 1.98618 -0.70905  C4 1.303

Output
- HOMO: -8.8 eV
- Kohn-Sham gap: 7.919 eV
- Lowest unoccupied orbital energy: -0.89 eV
- Spin multiplicity: 1
- E_tot: -11345.8980 eV
- Energy above the lowest of the compared OMol25 structures with the same formula, charge and spin: 8.215 eV

# 6
The following is a quantum chemistry calculation of 2 unconnected molecules or ions with the total composition C4H9N2, from the Open Molecules 2025 dataset.

Each atom is followed by the atoms it is bonded to, with distances in Å.
Cartesian coordinates (Å):
1 C 0.87271 1.11659 1.08870  C2 1.340, N4 1.384, H5 1.078
2 C 1.97862 0.42730 1.40237  C1 1.340, H6 1.080, H7 1.077
3 C -1.45371 1.07608 0.37556  N4 1.374, H8 1.074, H9 1.079
4 N -0.37160 0.51507 1.01012  C1 1.384, C3 1.374, H10 0.993
5 H 0.88274 2.15580 0.80063  C1 1.078
6 H 1.89289 -0.62674 1.62368  C2 1.080
7 H 2.93914 0.91202 1.44140  C2 1.077
8 H -2.42449 0.62309 0.45407  C3 1.074
9 H -1.25404 1.98248 -0.17424  C3 1.079
10 H -0.48138 -0.43974 1.25894  N4 0.993
11 C -0.72394 -1.85926 -1.75515  N12 1.263, H13 1.089, H14 1.094
12 N -0.59951 -0.74836 -2.34375  C11 1.263, H15 1.020
13 H -1.69489 -2.35267 -1.73659  C11 1.089
14 H 0.09551 -2.39161 -1.26229  C11 1.094
15 H 0.34195 -0.39006 -2.18348  N12 1.020

Output
- HOMO (spin up / spin down): -6.2 / -8.9 eV
- Kohn-Sham gap (spin up / spin down): 7.197 / 9.830 eV
- Lowest unoccupied orbital energy (spin up / spin down): 0.96 / 0.94 eV
- Spin multiplicity: 2
- E_tot: -7270.8431 eV

no.,strongest force on any atom (eV/A)
1,5.21
2,3.34
3,5.29
4,4.42
5,6.03
6,1.14